[1]
Below is a molecular structure, C6H7BrN4OS in a non-equilibrium geometry, with properties calculated with ωB97M-V/def2-TZVPD.

Values from the calculation:
* HOMO-LUMO gap: 8.37 eV
* net charge: 0

XYZ file:
```
20
C6H7BrN4OS (ωB97M-V/def2-TZVPD)
C 2.2145 0.6720 -2.1058
C 0.1705 0.1878 -1.5447
C -1.7634 -0.2120 -0.2048
C -2.6893 0.5424 0.4409
C 1.5293 0.2082 1.1561
C -1.7092 -1.7560 0.0126
N 0.9436 0.5137 -2.4721
N 2.6048 0.5118 -0.9239
N -0.9511 0.3233 -1.1290
N 1.4923 0.0543 -0.0845
O 2.4225 0.9024 1.7800
S 0.2778 -0.4515 2.1385
Br -2.8235 2.3668 0.2554
H 2.9919 0.8144 -2.8976
H -3.4132 0.0553 0.9718
H -1.4327 -1.8226 1.1201
H -0.7312 -2.1857 -0.5597
H -2.7075 -2.2261 -0.3380
H 3.1063 1.2094 1.1461
H 0.4678 0.2918 3.2384
```

[2]
Below is C6H7BrO3 in the gas phase in a non-equilibrium geometry, with properties calculated with ωB97M-V/def2-TZVPD.

Values from the calculation:
* <S²>: 2.010
* HOMO-LUMO gap (spin up / spin down): 6.02 / 6.52 eV
* 2S+1: 3
* net charge: 0

XYZ file:
```
17
C6H7BrO3 (ωB97M-V/def2-TZVPD)
C -0.3150 0.0993 -2.0307
C 0.8130 0.8849 -1.5597
C -1.0055 -0.7970 -1.3624
C 0.2591 0.5971 1.4758
C -0.1824 0.3209 2.6959
C 1.5018 0.6093 -0.4644
O 1.0003 -0.1371 0.5853
O -2.1267 -1.3353 -2.1193
O -0.2624 -0.8256 3.4285
Br 3.3503 0.9983 -0.4731
H -0.5423 0.2862 -3.1049
H 1.4425 1.4254 -2.2806
H -0.9967 -1.0823 -0.3830
H 0.2702 1.6356 1.1492
H -0.6240 1.1801 3.2649
H -2.3349 -2.2028 -1.7682
H -0.2473 -1.6570 2.9466
```